No. 1
Formula: C16H21N2O4
Source: OMol25
Level of theory: ωB97M-V/def2-TZVPD

XYZ file:
```
43
Properties=species:S:1:pos:R:3:forces:R:3
C 2.01811 -3.62155 -2.14886 0.2 -0.2 -0.1
O 1.09492 -2.62024 -1.78037 -0.3 0.3 0.2
C 0.32234 -2.80555 -0.67469 0.0 0.0 0.0
C 0.42235 -3.92492 0.14501 0.0 0.1 -0.1
C -0.36854 -4.07635 1.27004 0.0 0.0 0.1
C -1.28099 -3.09870 1.60383 0.0 0.0 -0.1
C -1.40746 -1.97521 0.79967 0.0 0.1 -0.1
C -2.38224 -0.88482 1.14377 -0.1 -0.5 -0.3
N -1.66042 0.24831 1.78153 0.7 0.0 -0.1
C -2.34582 1.55435 1.70513 -0.3 0.5 -0.1
C -2.05499 2.21097 0.35052 0.0 -0.3 0.2
N -0.76041 2.86784 0.29924 0.0 0.3 -0.1
C 0.43041 2.24585 0.41717 -0.3 0.4 0.0
O 0.55116 1.07549 0.80565 0.2 0.0 -0.1
C 1.58978 3.05140 0.09132 1.2 -0.5 0.1
C 2.92975 2.73742 0.13683 -1.0 0.1 0.0
C 3.61504 3.88815 -0.29324 -0.3 0.5 -0.2
C 2.65323 4.81837 -0.56915 0.9 -0.1 0.0
O 1.43126 4.32927 -0.34369 -0.6 -0.1 0.0
C -0.61680 -1.80873 -0.34397 -0.1 0.0 0.1
O -0.86167 -0.64501 -1.02283 -0.1 -0.4 0.4
C -0.25919 -0.37999 -2.27506 0.2 0.3 -0.5
H 1.51853 -4.57146 -2.35768 0.0 0.0 0.0
H 2.48879 -3.25528 -3.05956 0.0 -0.1 0.1
H 2.78237 -3.76590 -1.38017 0.0 0.0 0.0
H 1.13258 -4.69820 -0.09469 0.1 -0.1 -0.1
H -0.26386 -4.95856 1.87998 0.0 -0.1 0.1
H -1.90702 -3.20743 2.47562 -0.1 0.0 0.1
H -2.85326 -0.52017 0.23049 0.0 0.1 0.2
H -3.15345 -1.25246 1.82327 0.1 0.1 0.0
H -0.68035 0.42396 1.27568 -0.5 -0.1 0.4
H -1.44591 -0.00603 2.74650 0.0 0.1 -0.1
H -3.42185 1.41429 1.82616 0.1 -0.1 0.0
H -1.98502 2.20012 2.50821 0.0 -0.1 0.0
H -2.10301 1.44445 -0.43113 -0.1 0.1 0.0
H -2.81205 2.96667 0.14484 0.0 -0.1 0.0
H -0.73704 3.82237 -0.02680 0.0 0.0 0.0
H 3.34678 1.79994 0.44163 0.0 -0.2 0.1
H 4.67366 4.01184 -0.38550 0.2 0.1 0.0
H 2.72064 5.82943 -0.92074 -0.1 0.1 0.0
H -0.46699 -1.16838 -2.99808 0.0 0.1 0.1
H -0.71195 0.55117 -2.61838 0.0 0.0 0.0
H 0.81858 -0.24671 -2.17750 -0.1 0.0 0.0
```
Forces are in eV/Å.

Results
* E_tot: -1032.5249 a.u.
* total charge: +1
* SMILES: COc1cccc(C[NH2+]CCNC(=O)c2ccco2)c1OC

Atom charges from the natural (NBO) analysis, given in e for atoms 1 to 4: C -0.255; O -0.505; C 0.238; C -0.254

=====

No. 2
Formula: C16H21N2OP
Source: OMol25
Level of theory: ωB97M-V/def2-TZVPD

XYZ file:
```
41
Properties=species:S:1:pos:R:3:forces:R:3
C 0.62364 1.52904 1.29250 0.2 0.0 -0.4
C -0.07895 1.75355 -0.04798 -0.2 0.3 0.5
C -1.43093 1.03887 -0.25134 -0.2 0.3 -0.1
C -2.38620 1.04654 0.96474 -0.5 0.3 0.0
C -3.63933 1.77517 0.65983 0.1 -0.5 0.4
N -4.68038 2.24186 0.53490 0.1 0.2 -0.2
C -2.75800 -0.36733 1.50924 1.2 0.3 -0.4
C -1.52205 -0.97415 2.03751 -0.6 -0.1 -0.2
N -0.58711 -1.52345 2.41287 0.2 0.0 0.1
P -3.52710 -1.60551 0.31147 -1.0 -1.2 0.1
C -4.07020 -0.72256 -1.20529 0.3 0.6 0.3
C -2.14707 -2.68925 -0.27658 0.3 0.9 0.3
O 0.77031 1.52414 -1.16662 -0.2 -0.2 0.3
C 1.28839 0.21379 -1.26375 0.5 -0.1 -0.4
C 2.73651 0.05859 -0.83491 0.1 -0.3 0.2
C 3.56038 1.10083 -0.45033 -0.1 0.1 0.0
C 4.86893 0.85313 -0.04882 0.0 0.2 0.1
C 5.37738 -0.43264 -0.02267 -0.1 -0.1 -0.1
C 4.56453 -1.48673 -0.43339 0.0 0.1 0.1
C 3.26611 -1.23282 -0.82924 -0.3 0.0 -0.1
H 0.05901 1.91871 2.13837 -0.2 -0.1 0.0
H 0.86422 0.48234 1.46800 0.0 0.0 0.1
H 1.55062 2.09901 1.26892 0.1 -0.1 0.0
H -0.30093 2.82323 -0.10211 0.1 0.0 -0.1
H -1.32639 0.02143 -0.62527 0.2 0.0 0.2
H -1.93282 1.58493 -1.05193 0.1 -0.1 -0.1
H -1.96251 1.60003 1.80528 0.2 0.0 -0.1
H -3.42915 -0.27261 2.36102 -0.2 0.1 -0.1
H -3.30885 -0.15030 -1.73851 0.0 -0.2 -0.1
H -4.85897 -0.02211 -0.92730 0.0 -0.1 0.0
H -4.51465 -1.46488 -1.86527 0.1 -0.1 0.0
H -1.28583 -2.11739 -0.63250 0.0 -0.2 -0.2
H -2.52611 -3.33670 -1.06266 -0.1 0.0 0.0
H -1.80629 -3.28646 0.56644 -0.1 -0.1 -0.1
H 1.24967 -0.06725 -2.32125 -0.1 0.1 0.0
H 0.69459 -0.53174 -0.72695 -0.1 0.1 0.1
H 3.17397 2.11140 -0.45412 0.0 0.0 0.0
H 5.48707 1.68409 0.26825 0.0 0.0 0.0
H 6.38973 -0.61171 0.31328 0.0 0.0 0.0
H 4.92267 -2.50784 -0.43001 0.1 0.0 0.0
H 2.63209 -2.05726 -1.14379 0.0 0.0 0.0
```
Forces are in eV/Å.

Results
* E_tot: -1148.3386 a.u.
* total charge: 0
* SMILES: C[C@H](C[C@@H](C#N)[C@H](C#N)P(C)C)OCc1ccccc1

Atom charges from the natural (NBO) analysis, given in e for atoms 1 to 4: C -0.658; C 0.113; C -0.428; C -0.320

=====

No. 3
Formula: C16H21N3O4
Source: OMol25
Level of theory: ωB97M-V/def2-TZVPD

XYZ file:
```
44
Properties=species:S:1:pos:R:3:forces:R:3
N 2.20066 -0.29472 -0.38500 0.1 0.3 0.1
C 1.29300 -0.88394 -1.20324 0.0 0.9 0.3
N 0.26775 -0.31418 -1.71234 -0.9 -0.1 -0.7
O 0.06971 1.02995 -1.31429 1.3 -0.7 0.6
C -1.07665 1.56862 -1.78104 -0.7 0.2 -0.5
O -1.85522 1.00471 -2.49467 0.1 0.0 0.1
C -1.20031 3.00067 -1.30703 0.2 -0.1 0.2
C -0.98662 3.19927 0.19716 -0.2 0.0 -0.1
C -2.16306 2.71945 1.05647 0.0 0.1 0.1
C -2.33520 1.19733 1.07607 0.2 0.0 -0.2
C -1.21239 0.49361 1.83266 -0.2 -0.1 0.2
C -1.11626 1.02070 3.26064 0.3 0.0 -0.1
C -0.90982 2.53215 3.25991 -0.2 -0.1 0.2
C -2.03642 3.22641 2.49907 0.1 0.0 -0.1
C 1.49431 -2.28863 -1.60230 0.0 -0.6 -0.2
C 0.41627 -3.01829 -2.10958 0.1 0.0 0.0
C 0.57296 -4.33734 -2.49628 0.1 0.1 0.1
C 1.80584 -4.95639 -2.38330 0.4 0.0 0.1
C 2.87705 -4.22605 -1.88592 -1.2 0.5 -0.1
N 4.17155 -4.85261 -1.76484 0.5 -0.2 0.1
O 5.06270 -4.20371 -1.25815 0.3 0.1 0.1
O 4.28839 -5.98789 -2.17005 0.1 -0.3 -0.1
C 2.73633 -2.90012 -1.49804 0.0 -0.1 0.0
H 2.85036 -0.84295 0.14791 -0.1 0.0 0.0
H 2.00803 0.64182 -0.07358 0.0 0.0 0.0
H -0.44348 3.57279 -1.85037 0.0 0.0 0.0
H -2.18448 3.36193 -1.60798 0.1 -0.1 -0.1
H -0.06571 2.69995 0.49363 0.1 0.1 0.0
H -0.85365 4.26926 0.37574 0.1 0.0 0.0
H -3.07357 3.15498 0.62700 0.0 0.0 0.0
H -2.39930 0.81146 0.05861 -0.1 -0.1 0.0
H -3.28357 0.96738 1.56826 -0.1 0.0 0.0
H -0.26166 0.65051 1.32037 0.1 -0.1 0.0
H -1.40256 -0.58211 1.84394 0.1 0.0 -0.1
H -0.29419 0.53080 3.78780 -0.1 0.0 0.1
H -2.04085 0.78490 3.79263 0.0 0.0 0.1
H 0.05160 2.77221 2.80195 0.1 0.0 0.0
H -0.88482 2.90198 4.28737 0.1 0.0 0.0
H -1.87273 4.30646 2.49944 -0.1 0.1 0.0
H -2.97816 3.03496 3.01881 -0.1 0.0 0.0
H -0.53517 -2.51938 -2.19844 -0.1 0.0 0.0
H -0.26900 -4.88731 -2.88633 -0.1 0.0 0.0
H 1.95602 -5.98498 -2.67294 0.0 0.0 0.0
H 3.61234 -2.37366 -1.14975 0.0 0.0 0.0
```
Forces are in eV/Å.

Results
* E_tot: -1087.4194 a.u.
* total charge: 0
* SMILES: N/C(=N\OC(=O)CCC1CCCCC1)c1cccc([N+](=O)[O-])c1
* ΔE to the lowest compared entry with this formula, charge and spin: 5.180 eV

Atom charges from the natural (NBO) analysis, given in e for atoms 1 to 4: N -0.812; C 0.388; N -0.205; O -0.425

=====

No. 4
Formula: C16H21N5O2
Source: OMol25
Level of theory: ωB97M-V/def2-TZVPD

XYZ file:
```
44
Properties=species:S:1:pos:R:3:forces:R:3
C 2.22818 2.19959 -0.33507 -0.4 -0.1 -0.1
N 1.08135 2.84484 -0.97705 1.3 0.0 0.5
C -0.00362 2.26445 -1.50065 -1.3 0.2 -0.6
O -0.88521 2.96687 -1.98234 0.0 -0.5 0.0
C -0.14224 0.72863 -1.50868 -0.4 -0.4 0.0
C 0.53989 0.13753 -2.75605 0.3 -0.2 -0.3
C 0.50892 -1.37612 -2.82712 -0.2 -0.3 0.1
C 1.45375 -2.13596 -2.11083 -0.8 -0.7 -0.6
C 1.37996 -3.54059 -2.11895 -0.6 0.5 -0.5
C 0.37208 -4.18746 -2.85526 0.0 0.8 0.0
C -0.56213 -3.43171 -3.58389 0.6 0.4 0.5
C -0.49536 -2.02793 -3.56815 0.6 -0.6 0.6
N -1.56348 0.34755 -1.48184 1.6 1.4 -0.5
C -2.16595 -0.62614 -0.79955 -1.0 -1.0 1.0
C -1.37496 -1.51243 0.14341 -0.2 0.1 -0.3
O -3.37037 -0.78988 -0.90215 -0.2 0.0 -0.2
H 2.66696 1.44901 -0.99448 0.1 0.0 0.1
H 1.92467 1.72962 0.60258 0.1 0.0 0.0
H 2.99008 2.94961 -0.11274 -0.2 -0.1 -0.1
H 1.08810 3.85251 -1.04438 -0.1 -0.1 -0.1
H 0.36072 0.33794 -0.62666 -0.1 -0.2 0.2
H 0.05718 0.54397 -3.64648 0.0 0.1 0.1
H 1.58088 0.46000 -2.78141 0.1 0.1 0.0
H 2.22985 -1.64365 -1.54378 0.1 0.1 0.1
H 2.09773 -4.12530 -1.56068 0.0 0.0 0.0
H 0.31373 -5.26701 -2.86174 0.0 0.0 0.0
H -1.34017 -3.92990 -4.14616 0.0 0.0 0.0
H -1.23299 -1.45174 -4.10896 0.0 0.1 0.0
H -2.18394 0.92278 -2.03437 0.0 0.1 0.0
H -0.67727 -2.11672 -0.42836 0.3 0.0 0.1
H -2.06778 -2.17681 0.65870 0.0 0.2 -0.1
H -0.84773 -0.90837 0.87502 0.3 0.0 0.1
N -0.26417 1.84537 2.41316 0.2 0.0 0.5
C -0.26271 1.58091 3.80070 -0.4 0.1 -0.5
C -0.48247 2.58358 4.75086 0.1 -0.7 0.2
N -0.51814 2.32809 6.06235 0.1 0.0 -0.1
C -0.32716 1.06515 6.46343 0.1 0.2 -1.2
N -0.09294 0.04347 5.63009 0.0 0.1 -0.1
C -0.06315 0.29711 4.31828 -0.1 0.5 0.4
H -0.58888 2.76812 2.11320 0.1 -0.8 0.2
H -0.47533 1.06525 1.79089 -0.1 0.6 0.4
H -0.64184 3.60302 4.41310 0.0 0.1 0.2
H -0.35865 0.85801 7.52966 0.0 0.0 -0.2
H 0.11464 -0.52526 3.63233 0.0 -0.2 0.2
```
Forces are in eV/Å.

Results
* E_tot: -1046.5865 a.u.
* total charge: 0
* SMILES: CNC(=O)[C@H](Cc1ccccc1)NC(C)=O.Nc1cncnc1
* ΔE to the lowest compared entry with this formula, charge and spin: 1.627 eV

Atom charges from the natural (NBO) analysis, given in e for atoms 1 to 4: C -0.424; N -0.609; C 0.673; O -0.630

=====

no.,LUMO level (eV),molecular weight (Da)
1,-2.5,305.4
2,0.6,288.3
3,-0.7,319.4
4,0.3,315.4